[1]
Molecular formula: C40H53BCaClF5IN7O8S3Si
Method: DFT, wB97M-V/def2-TZVPD

Geometry (Å):
Ca1 0.2575 -0.9519 0.2682
B1 3.5067 0.7592 0.2039
N1 3.3888 -0.2594 -0.9562
C1 4.3189 -0.5983 -1.8610
C2 3.8217 -1.6232 -2.6462
C3 2.5441 -1.8543 -2.1316
N2 2.2961 -1.0324 -1.1163
N3 2.3662 1.8186 0.1037
C4 2.4743 3.1507 0.0431
C5 1.2003 3.6975 0.0570
C6 0.3572 2.5831 0.1329
N4 1.0691 1.4595 0.1641
H1 4.5648 1.3424 0.0946
H2 3.3940 0.1927 1.2680
H3 5.2657 -0.0841 -1.8784
H4 4.3021 -2.1286 -3.4659
H5 1.8001 -2.5699 -2.4509
H6 3.4442 3.6177 -0.0009
H7 0.9306 4.7391 0.0053
H8 -0.7217 2.5348 0.1438
C7 -2.6291 -0.1237 -3.5119
C8 -1.4304 0.4239 -2.7494
C9 -1.3216 1.9348 -2.9254
C10 -0.1556 -0.2386 -3.2351
O1 -1.5307 0.0941 -1.3269
Si1 -2.7848 0.3799 -0.2553
S1 -2.1177 -0.2026 1.5935
O2 -3.0888 2.0004 -0.4184
C11 -4.2226 2.7678 -0.0326
C12 -3.7064 4.1894 0.1676
C13 -5.2458 2.7236 -1.1648
C14 -4.8400 2.2473 1.2631
O3 -4.1779 -0.3340 -0.7590
C15 -4.6617 -1.6781 -0.5768
C16 -5.4469 -1.7207 0.7296
C17 -5.5805 -1.9431 -1.7637
C18 -3.5259 -2.6950 -0.5502
H9 -2.5048 0.1037 -4.5733
H10 -3.5610 0.3231 -3.1637
H11 -2.6827 -1.2081 -3.4095
H12 -1.1494 2.1518 -3.9824
H13 -0.4793 2.3239 -2.3523
H14 -2.2288 2.4417 -2.6020
H15 -0.0257 -0.0592 -4.3046
H16 -0.2040 -1.3205 -3.0905
H17 0.7089 0.1724 -2.7118
H18 -3.2120 4.5344 -0.7421
H19 -2.9798 4.2115 0.9823
H20 -4.5243 4.8728 0.4084
H21 -4.8052 3.1219 -2.0812
H22 -6.1278 3.3182 -0.9127
H23 -5.5471 1.6917 -1.3445
H24 -4.0878 2.1983 2.0514
H25 -5.2410 1.2425 1.1239
H26 -5.6503 2.9082 1.5818
H27 -6.2832 -1.0174 0.6914
H28 -4.7951 -1.4561 1.5628
H29 -5.8429 -2.7246 0.8989
H30 -6.3591 -1.1780 -1.8125
H31 -6.0523 -2.9230 -1.6680
H32 -5.0099 -1.9257 -2.6926
H33 -2.8964 -2.5582 0.3302
H34 -2.9108 -2.6266 -1.4476
H35 -3.9351 -3.7063 -0.5167
O4 0.8420 -2.1059 2.3002
Cl1 0.2583 -3.4181 1.9679
O5 1.1798 -4.4598 2.2782
O6 -0.9699 -3.5950 2.6709
O7 0.0048 -3.3616 0.5225
I1 2.5149 -5.5495 -1.2933
C19 3.6897 -4.6553 0.1992
C20 4.7292 -5.3693 0.7858
C21 5.4502 -4.7372 1.7839
C22 5.1098 -3.4430 2.1512
C23 4.0551 -2.8293 1.4952
N5 3.3605 -3.4294 0.5296
H36 4.9504 -6.3790 0.4717
H37 6.2662 -5.2549 2.2744
H38 5.6396 -2.9182 2.9350
H39 3.7411 -1.8241 1.7526
C24 -2.3618 4.7000 3.9836
C25 -1.3635 3.6049 4.3378
C26 -0.9422 2.8257 3.0968
N6 -0.0175 1.7462 3.3838
C27 1.2956 1.8214 3.6534
S2 2.1403 0.5171 4.2202
N7 1.8243 3.0823 3.3743
C28 3.1022 3.5972 3.4520
O8 3.3005 4.7138 3.0126
C29 4.2183 2.8169 4.0696
C30 5.0601 2.0790 3.2486
C31 6.1392 1.4109 3.8027
C32 6.3827 1.4863 5.1679
C33 5.5485 2.2415 5.9798
C34 4.4662 2.9114 5.4304
H40 -2.6656 5.2659 4.8655
H41 -3.2599 4.2759 3.5289
H42 -1.9324 5.4042 3.2667
H43 -1.8013 2.9070 5.0556
H44 -0.4805 4.0375 4.8173
H45 -0.5426 3.5051 2.3374
H46 -1.8053 2.3467 2.6294
H47 -0.3982 0.8092 3.3475
H48 1.2435 3.6923 2.8118
H49 4.8460 1.9890 2.1909
H50 6.7805 0.8147 3.1658
H51 7.2210 0.9534 5.5996
H52 5.7346 2.3014 7.0450
H53 3.8000 3.4865 6.0618
F1 0.6652 -4.9651 -8.9735
C35 0.2590 -4.7202 -7.7088
C36 1.1109 -4.1374 -6.7893
F2 2.3630 -3.8129 -7.1665
C37 0.6826 -3.8902 -5.4994
F3 1.5758 -3.3188 -4.6740
C38 -0.6046 -4.2043 -5.0307
S3 -1.1270 -3.8991 -3.4162
C39 -1.4283 -4.7946 -6.0054
F4 -2.6889 -5.1439 -5.6972
C40 -1.0212 -5.0461 -7.3004
F5 -1.8685 -5.6117 -8.1853

Force components x, y, z for each atom (eV/Å):
Ca 0.08 0.32 -0.37
B -0.03 -0.04 -0.02
N 0.02 0.02 0.03
C 0.00 -0.01 -0.02
C 0.02 0.01 0.00
C -0.02 0.02 0.03
N -0.07 -0.08 0.04
N 0.05 0.03 0.00
C -0.02 0.00 -0.06
C 0.01 0.01 0.00
C 0.02 -0.03 -0.11
N -0.06 -0.13 0.18
H 0.00 -0.01 -0.02
H -0.02 0.01 -0.02
H 0.00 0.00 0.00
H 0.00 0.00 0.00
H 0.01 0.02 0.02
H 0.00 0.01 0.01
H 0.00 0.00 0.00
H 0.00 0.00 -0.01
C -0.01 -0.01 0.05
C 0.03 0.01 0.01
C 0.01 0.00 -0.01
C 0.00 0.02 0.02
O 0.02 -0.02 0.07
Si 0.07 -0.06 0.04
S 0.05 0.03 0.03
O -0.01 0.00 -0.01
C 0.00 -0.01 0.00
C -0.01 0.00 -0.01
C -0.01 0.01 0.00
C 0.00 0.00 0.00
O -0.03 -0.01 -0.01
C 0.04 -0.03 -0.02
C -0.01 -0.01 0.00
C 0.02 0.00 0.01
C 0.01 -0.01 0.04
H 0.00 0.01 0.00
H -0.01 0.01 0.01
H 0.00 -0.04 0.02
H 0.00 0.00 0.00
H 0.00 0.00 -0.01
H -0.01 0.01 0.00
H 0.01 0.01 -0.01
H 0.00 0.01 -0.01
H 0.00 0.01 -0.01
H 0.00 0.00 0.00
H 0.00 0.00 -0.01
H 0.00 0.00 0.00
H 0.00 0.00 0.00
H 0.00 0.00 0.00
H 0.00 0.00 0.00
H 0.00 0.01 0.01
H 0.00 0.01 0.00
H 0.00 0.00 0.00
H 0.00 0.01 0.00
H 0.01 0.00 0.00
H 0.00 0.00 0.00
H 0.00 0.00 0.00
H 0.00 0.00 0.00
H 0.00 0.00 0.00
H -0.03 -0.02 -0.04
H 0.02 0.02 -0.07
H -0.02 -0.01 -0.01
O -0.03 -0.14 0.03
Cl -0.05 0.07 -0.03
O 0.03 -0.01 -0.02
O 0.01 -0.02 0.03
O -0.08 0.01 0.09
I 0.00 -0.01 0.00
C -0.01 0.00 -0.01
C 0.00 0.00 0.00
C 0.00 0.00 0.00
C 0.00 -0.01 0.00
C 0.00 0.00 0.02
N 0.02 0.01 0.02
H 0.00 0.00 0.00
H 0.00 0.00 0.00
H 0.00 0.00 0.00
H 0.00 -0.01 0.00
C 0.00 0.00 0.01
C 0.00 -0.01 0.00
C -0.03 0.00 -0.02
N -0.04 0.05 0.03
C 0.03 0.02 -0.12
S 0.01 -0.01 0.06
N 0.00 -0.01 0.01
C 0.00 -0.02 0.03
O 0.00 0.02 0.00
C 0.01 -0.01 -0.02
C -0.01 0.01 -0.01
C -0.01 0.00 0.01
C 0.00 0.00 0.00
C 0.00 0.00 0.01
C 0.00 0.01 0.00
H 0.00 0.00 0.00
H 0.00 0.00 0.00
H 0.00 0.00 0.00
H 0.00 0.00 0.00
H 0.00 0.00 0.00
H -0.01 0.00 0.03
H 0.01 0.01 0.00
H 0.01 -0.01 0.06
H 0.00 0.00 0.01
H 0.01 0.00 0.04
H 0.00 0.00 0.00
H 0.00 0.00 0.00
H 0.00 0.00 0.00
H 0.00 0.00 0.00
F 0.00 0.00 0.01
C -0.01 0.00 0.01
C 0.00 0.00 -0.01
F -0.01 0.00 -0.01
C 0.01 -0.01 -0.01
F -0.02 -0.02 -0.04
C -0.02 0.05 -0.02
S 0.03 -0.08 0.02
C 0.00 0.01 0.01
F 0.01 0.00 0.00
C 0.01 0.00 -0.02
F 0.01 0.00 0.01

LUMO energy = 0.13833 Ha
DFT total energy = -5985.264262 Ha
HOMO-LUMO gap = 6.040 eV
net charge = -2


[2]
Molecular formula: C40H53BaN6OP
Method: DFT, wB97M-V/def2-TZVPD

Geometry (Å):
Ba1 1.6367 1.1825 0.5266
C1 3.6610 -1.6822 4.0558
C2 3.3623 -0.5599 3.2948
N1 3.1643 -0.6485 1.9819
C3 3.2786 -1.8491 1.4000
C4 3.5476 -2.9675 2.1926
N2 3.7303 -2.8824 3.5013
C5 3.1612 -1.9441 -0.0840
C6 3.4319 -3.1381 -0.7393
C7 3.3741 -3.1897 -2.1273
C8 3.0656 -2.0209 -2.8141
C9 2.8103 -0.8555 -2.1038
N3 2.8578 -0.8331 -0.7664
C10 2.5403 0.4266 -2.8186
C11 2.4503 0.4939 -4.2113
N4 2.2949 1.6382 -4.8582
C12 2.2325 2.7493 -4.1399
C13 2.2880 2.7066 -2.7537
N5 2.4338 1.5541 -2.1040
C14 3.6532 -4.4465 -2.8511
C15 3.1554 -5.6586 -2.3845
C16 3.4398 -6.8102 -3.1043
N6 4.1727 -6.8159 -4.2117
C17 4.6519 -5.6572 -4.6488
C18 4.4186 -4.4461 -4.0119
H1 3.8362 -1.6072 5.1216
H2 3.2925 0.4183 3.7572
H3 3.6128 -3.9621 1.7743
H4 3.7226 -4.0315 -0.2085
H5 3.0291 -2.0566 -3.8918
H6 2.4982 -0.3914 -4.8297
H7 2.1301 3.6873 -4.6706
H8 2.2214 3.6169 -2.1687
H9 2.5355 -5.7048 -1.4982
H10 3.0583 -7.7698 -2.7753
H11 5.2554 -5.6948 -5.5481
H12 4.8541 -3.5329 -4.3968
C19 -3.8167 -2.1752 -2.6692
C20 -2.7570 -1.2267 -3.2151
C21 -2.4591 -0.1120 -2.2002
C22 -2.5971 -0.6069 -0.7389
C23 -2.2473 -2.0992 -0.6623
C24 -3.2780 -2.9296 -1.4438
P1 -1.5012 0.3852 0.3529
C25 -1.6632 -0.1947 2.1087
C26 -0.6523 -1.2894 2.4759
C27 -0.4933 -1.3665 4.0003
C28 -1.8381 -1.1350 4.7191
C29 -3.0034 -1.5266 3.8162
C30 -3.0737 -0.5978 2.5942
C31 -2.1955 2.1038 0.4380
C32 -1.6380 2.9787 -0.6966
C33 -2.2731 4.3649 -0.6388
C34 -3.7894 4.2936 -0.9141
C35 -4.3470 2.8855 -0.6850
C36 -3.7375 2.2399 0.5562
H13 -4.1381 -2.8804 -3.4348
H14 -4.7043 -1.5970 -2.3964
H15 -3.0758 -0.7869 -4.1604
H16 -1.8446 -1.7918 -3.4292
H17 -3.1432 0.7238 -2.3599
H18 -1.4472 0.2752 -2.3705
H19 -3.6362 -0.4829 -0.4213
H20 -2.2125 -2.4444 0.3703
H21 -1.2414 -2.2417 -1.0745
H22 -4.1070 -3.1956 -0.7851
H23 -2.8160 -3.8693 -1.7518
H24 -1.3595 0.7046 2.6667
H25 0.3268 -1.1266 2.0001
H26 -0.9938 -2.2495 2.0870
H27 0.2328 -0.6161 4.3328
H28 -0.0793 -2.3393 4.2729
H29 -1.9415 -0.0808 4.9927
H30 -1.8624 -1.6942 5.6535
H31 -3.9489 -1.4896 4.3566
H32 -2.8773 -2.5647 3.4959
H33 -3.6296 0.3062 2.8506
H34 -3.6284 -1.0888 1.7923
H35 -1.7526 2.4883 1.3675
H36 -1.8189 2.5221 -1.6731
H37 -0.5445 3.0641 -0.5986
H38 -1.7890 5.0414 -1.3450
H39 -2.0936 4.7776 0.3604
H40 -4.0021 4.6051 -1.9371
H41 -4.3052 5.0015 -0.2636
H42 -4.1444 2.2573 -1.5573
H43 -5.4321 2.9223 -0.5899
H44 -4.2011 1.2706 0.7408
H45 -3.9717 2.8579 1.4272
C37 0.5254 4.9888 3.4441
C38 1.1818 5.8419 2.3570
C39 1.4589 4.8361 1.2420
O1 1.4259 3.5152 1.8595
C40 1.2631 3.6755 3.2908
H46 -0.5381 4.8473 3.2440
H47 0.6335 5.4150 4.4389
H48 2.1115 6.2771 2.7216
H49 0.5429 6.6540 2.0178
H50 2.4374 4.9833 0.7829
H51 0.6860 4.8554 0.4709
H52 2.2475 3.7100 3.7648
H53 0.7080 2.8131 3.6640

Force components x, y, z for each atom (eV/Å):
Ba -0.12 0.37 0.23
C -0.03 0.11 0.00
C 0.00 -0.18 -0.02
N -0.08 0.12 -0.16
C 0.11 -0.09 0.20
C -0.05 0.08 -0.04
N 0.02 -0.08 0.05
C 0.17 -0.23 -0.29
C -0.05 0.00 -0.01
C -0.01 0.04 0.02
C -0.04 -0.02 0.05
C 0.17 -0.31 -0.12
N -0.08 0.19 0.13
C 0.05 0.13 -0.20
C -0.02 -0.01 0.09
N 0.00 0.01 -0.09
C -0.01 0.04 0.08
C -0.01 -0.12 -0.15
N -0.03 -0.08 0.20
C 0.01 -0.06 -0.02
C 0.04 0.06 -0.04
C -0.03 0.01 0.04
N 0.01 -0.05 -0.03
C 0.02 0.06 0.00
C -0.05 -0.03 0.05
H 0.00 -0.01 0.00
H -0.03 0.01 -0.04
H 0.00 0.00 0.00
H -0.01 0.03 0.05
H -0.01 0.05 0.00
H -0.01 0.00 0.00
H 0.00 0.00 0.00
H -0.02 -0.02 0.03
H 0.00 -0.04 0.00
H 0.00 0.00 0.00
H 0.00 0.00 0.00
H 0.01 -0.02 -0.03
C 0.01 0.00 0.00
C 0.00 0.00 -0.01
C 0.01 -0.02 0.02
C 0.12 -0.03 -0.04
C -0.02 0.08 -0.03
C -0.03 0.00 -0.01
P 0.05 0.05 0.06
C -0.09 -0.04 -0.09
C 0.01 -0.01 -0.02
C 0.00 0.02 0.02
C 0.02 0.01 -0.01
C 0.01 -0.02 0.00
C 0.05 0.02 0.00
C -0.04 -0.09 0.01
C 0.00 0.04 -0.01
C 0.01 0.02 0.01
C 0.00 -0.01 0.02
C 0.01 -0.01 -0.04
C 0.03 0.01 0.00
H 0.00 0.00 0.00
H 0.00 0.00 0.00
H 0.01 0.01 0.01
H 0.00 -0.01 0.00
H 0.04 -0.07 -0.03
H 0.00 -0.01 -0.01
H 0.01 0.03 0.06
H 0.01 -0.02 0.04
H -0.01 -0.01 0.00
H 0.02 0.00 0.01
H 0.00 0.00 -0.01
H 0.01 0.01 0.02
H -0.01 0.02 0.01
H -0.01 -0.02 -0.01
H 0.00 -0.01 0.00
H -0.01 0.00 -0.01
H 0.00 0.00 0.00
H -0.01 -0.01 0.00
H 0.01 0.01 0.02
H -0.01 0.01 -0.01
H -0.01 -0.01 0.00
H 0.00 -0.02 -0.01
H 0.01 0.01 -0.01
H 0.00 0.02 0.02
H 0.00 -0.01 -0.01
H 0.00 0.00 0.00
H 0.00 0.01 -0.01
H 0.01 0.00 -0.01
H -0.02 0.00 -0.01
H -0.04 0.06 0.04
H 0.00 0.01 0.02
H -0.01 0.01 0.01
H -0.01 0.00 -0.01
C 0.00 0.00 -0.02
C -0.03 0.00 0.02
C -0.03 0.05 -0.01
O 0.07 0.00 -0.01
C -0.08 0.02 0.05
H 0.00 0.00 -0.01
H 0.01 -0.01 0.00
H 0.01 -0.02 0.01
H 0.01 0.00 -0.01
H -0.01 -0.01 -0.01
H -0.01 -0.02 0.00
H 0.01 -0.01 -0.01
H 0.02 -0.02 -0.01

LUMO energy = -0.22406 Ha
DFT total energy = -2326.264185 Ha
HOMO-LUMO gap = 7.699 eV
net charge = +2